The following is a quantum chemistry calculation of a structure of composition C5HF2IrO at a distorted geometry, from OMol25.

total charge = +4
2S+1 = 5
orbital gap (alpha / beta) = 5.95 / 4.70 eV

The geometry in XYZ format:
```
10
Properties=species:S:1:pos:R:3:forces:R:3
C -4.004277 -0.919762 0.193527 -2.381 -5.809 -0.521
C -3.622273 0.360505 0.348984 -0.784 8.621 0.045
F -4.179407 1.491553 0.227014 1.237 -2.863 0.469
O -2.174432 0.385723 0.208357 0.010 0.647 0.167
C -1.018230 0.412641 0.170002 1.594 -1.349 -0.213
C 3.124982 -0.013123 0.197628 -2.921 1.287 2.555
C 3.609628 -0.601432 -0.758385 2.468 -3.226 -4.977
H 3.252066 0.635080 1.061419 0.627 0.163 0.242
F 3.992195 -1.242479 -1.745180 -0.600 1.440 2.103
Ir 1.019752 -0.508702 0.096636 0.751 1.089 0.128
```
Positions in Å, forces in eV/Å.

The following is a quantum chemistry calculation of an isolated molecule of C5HNO4 at a distorted geometry, from OMol25.

ΔE to the lowest compared entry with this formula, charge and spin = 1.127 eV
2S+1 = 1
orbital gap = 9.02 eV

The geometry in XYZ format:
```
11
Properties=species:S:1:pos:R:3:forces:R:3
N 3.188876 -0.802028 0.812388 -6.146 8.367 -6.526
C 2.519104 0.089104 0.109871 3.326 -5.276 3.563
O 1.646728 0.969093 -0.737113 0.186 -3.395 4.346
C 0.273943 0.537847 -0.341445 -1.383 -4.249 -1.943
C -0.252995 -0.752401 -0.861856 -0.576 5.099 3.211
C -1.724971 -0.763948 -0.094928 -2.719 -5.686 -0.358
O -2.495133 -1.854971 -0.002140 4.995 7.977 -0.495
O -2.078877 0.546810 0.523540 4.204 -1.157 -0.568
C -0.781425 1.282065 0.668368 1.726 4.052 3.069
O -0.513690 2.314770 1.494410 -2.391 -7.599 -6.117
H 0.218440 -1.566342 -1.571095 -1.222 1.867 1.818
```
Positions in Å, forces in eV/Å.

The evaluated DFT total energy for the records listed, in turn: -15446.1526, -14872.9288 eV.